Record 1
14 unconnected molecules or ions with the total composition C39H86B7F28N11O3 at a distorted geometry, computed with ωB97M-V/def2-TZVPD.

Structure (XYZ):
```
174
Properties=species:S:1:pos:R:3:mulliken_charge:R:1
C 0.5117 -2.0073 -0.5836 1.134
C 0.3458 -0.8221 -1.5698 -0.983
N -0.8287 0.1466 -1.3581 0.990
C -2.1355 -0.0550 -1.6801 -0.906
C -2.8545 1.0745 -1.4761 -1.073
N -1.9963 1.9655 -0.7896 1.268
C -0.7746 1.3423 -0.7023 -0.750
C -2.2748 3.3388 -0.4808 -1.149
H -0.4543 -2.4573 -0.3542 -0.128
H 0.9675 -1.6568 0.3424 -0.188
H 1.1320 -2.7734 -1.0488 -0.255
H 0.1907 -1.2767 -2.5483 0.049
H 1.2885 -0.2767 -1.5273 0.116
H -2.3600 -0.9628 -2.2203 0.747
H -3.8299 1.4054 -1.8006 0.598
H 0.1404 1.7467 -0.2954 0.452
H -1.2782 3.7701 -0.3868 0.266
H -2.9788 3.5139 0.3327 0.207
H -2.8128 3.8102 -1.3033 0.351
C -0.7405 -6.0432 3.4475 -1.366
C -0.8582 -4.5480 3.0205 0.503
N 0.2541 -3.8162 3.6795 0.697
C 0.4772 -3.5483 5.0209 -0.556
C 1.5749 -2.6964 5.1621 -0.586
N 2.0649 -2.4620 3.8934 0.358
C 1.2654 -3.1326 3.0265 -0.292
C 3.2286 -1.6180 3.4987 -0.806
H 0.2982 -6.3617 3.3590 0.356
H -1.3510 -6.5843 2.7247 0.363
H -1.1795 -6.1956 4.4334 0.434
H -1.7626 -4.1187 3.4518 0.060
H -0.7456 -4.4104 1.9451 -0.283
H -0.2345 -3.8095 5.7900 0.424
H 2.0346 -2.1827 5.9935 0.488
H 1.4495 -3.2816 1.9728 0.176
H 2.7768 -0.6365 3.3553 0.410
H 3.6620 -1.9082 2.5417 0.174
H 3.8964 -1.7053 4.3557 0.302
C 1.1556 7.4321 -6.1019 -1.039
C 0.5622 8.6279 -5.3247 -0.338
N -0.7323 8.4732 -4.6261 0.170
C -1.7796 9.4113 -4.5979 -0.389
C -2.6760 8.9465 -3.6724 -0.339
N -2.3354 7.6364 -3.3596 0.269
C -1.0812 7.4469 -3.8047 -0.319
C -3.0111 6.6884 -2.4055 -0.935
H 0.4247 6.8926 -6.7042 0.326
H 1.5844 6.8330 -5.2985 0.286
H 1.9986 7.8083 -6.6814 0.379
H 0.4331 9.4433 -6.0365 0.302
H 1.3491 8.8201 -4.5954 0.248
H -1.6558 10.3432 -5.1295 0.371
H -3.4841 9.4214 -3.1359 0.421
H -0.3927 6.6758 -3.4918 0.456
H -2.3529 6.2700 -1.6441 0.373
H -3.5519 5.9590 -3.0085 0.332
H -3.8488 7.1714 -1.9024 0.365
C 1.8302 3.4082 2.6187 -0.751
C 1.0015 4.2867 3.6463 -0.675
N 1.7640 5.1499 4.6300 0.351
C 2.5177 4.7132 5.7407 -0.626
C 2.8247 5.8200 6.4863 -0.213
N 2.3484 6.8781 5.8408 0.109
C 1.6275 6.5422 4.7266 -0.591
C 2.3235 8.2562 6.3605 -0.933
H 1.3265 3.1943 1.6760 0.146
H 2.3485 2.5619 3.0696 0.194
H 2.6852 4.0102 2.3112 0.444
H 0.3068 3.7224 4.2685 0.313
H 0.3908 4.9738 3.0606 0.073
H 2.8362 3.6838 5.8140 0.369
H 3.4181 5.8972 7.3854 0.352
H 1.0811 7.1477 4.0187 0.421
H 3.2074 8.3723 6.9877 0.291
H 1.4184 8.3472 6.9609 0.355
H 2.2899 9.0591 5.6240 0.281
C 0.0443 -7.6197 -0.5796 -0.857
N -1.0376 -7.0978 -1.5273 0.521
C -2.3246 -6.8384 -0.7219 -0.678
C -0.5466 -5.7844 -2.1291 -0.995
C -1.3217 -8.2266 -2.5505 -0.731
C -2.2292 -7.8716 -3.7922 -0.482
O -1.4440 -7.0076 -4.5904 -0.496
H -0.1386 -8.6211 -0.1901 0.346
H 0.1724 -6.9443 0.2663 0.205
H 0.9086 -7.5719 -1.2421 0.399
H -3.0831 -6.5857 -1.4628 0.365
H -2.1884 -5.9903 -0.0509 -0.019
H -2.5021 -7.7975 -0.2353 0.383
H -0.4332 -5.0748 -1.3095 0.049
H -1.3147 -5.3204 -2.7479 0.461
H 0.3633 -6.0016 -2.6885 0.436
H -1.6782 -9.0948 -1.9962 0.484
H -0.3821 -8.6366 -2.9206 0.498
H -3.1237 -7.2966 -3.5528 0.300
H -2.4408 -8.8453 -4.2341 0.414
H -1.8226 -6.9239 -5.4686 0.298
C 7.1463 -4.3393 -1.6772 -0.801
N 6.1401 -3.1952 -2.1638 0.238
C 5.6462 -2.4388 -0.8415 -0.986
C 7.0220 -2.2606 -3.0828 -0.857
C 4.9092 -3.8075 -2.9451 -0.888
C 3.7318 -2.7852 -3.1526 0.274
O 4.1189 -1.6105 -3.8037 -0.447
H 6.5871 -5.0511 -1.0699 0.268
H 8.0246 -4.0095 -1.1222 0.334
H 7.3849 -4.8714 -2.5981 0.380
H 6.5377 -2.4133 -0.2148 0.397
H 4.8973 -3.0914 -0.3928 0.301
H 5.2521 -1.4312 -0.9735 0.366
H 7.2811 -2.8432 -3.9669 0.384
H 7.8958 -1.8052 -2.6168 0.370
H 6.4679 -1.3755 -3.3953 0.279
H 4.6018 -4.6615 -2.3414 0.311
H 5.2086 -4.3234 -3.8575 0.436
H 3.3191 -2.7285 -2.1453 -0.195
H 3.0571 -3.3675 -3.7801 0.478
H 3.2879 -1.2703 -4.1433 0.668
C -4.3473 -0.5970 4.5992 -0.653
N -4.2817 0.2847 3.3266 0.361
C -4.6066 -0.4928 2.0529 -0.694
C -5.2818 1.4209 3.5365 -0.729
C -2.9138 1.0110 3.1876 -0.453
C -1.6909 0.1545 2.8242 -0.133
O -1.5559 -0.9607 3.6237 -0.383
H -5.3576 -0.9201 4.8502 0.371
H -3.9746 0.0121 5.4227 0.338
H -3.6939 -1.4571 4.4527 0.065
H -4.4073 0.1631 1.2054 0.078
H -5.6560 -0.7649 2.1654 0.427
H -3.9769 -1.3823 2.0748 0.298
H -5.1095 1.9646 4.4654 0.362
H -6.2133 0.8550 3.5494 0.453
H -5.1786 2.1613 2.7433 0.225
H -2.8172 1.5762 4.1146 0.314
H -3.1238 1.6054 2.2985 0.175
H -0.7909 0.7640 2.9050 0.522
H -1.7893 -0.1229 1.7747 -0.212
H -0.7435 -0.8788 4.1287 0.192
B 3.2642 -5.2677 0.6226 0.353
F 3.7570 -4.2334 1.4145 -0.397
F 4.2555 -5.8175 -0.1372 -0.333
F 2.5134 -6.2024 1.2553 -0.291
F 2.3829 -4.6067 -0.1640 -0.225
B 3.2517 1.0433 0.4186 0.171
F 1.9646 0.9069 0.8202 0.171
F 3.3749 0.7475 -0.9246 -0.344
F 3.7486 2.2897 0.7238 -0.334
F 3.8792 -0.0196 1.1376 -0.430
B -3.6265 -3.4073 -1.0708 0.191
F -4.5259 -4.4193 -0.9480 -0.334
F -2.5384 -3.6903 -0.2471 -0.082
F -3.2682 -3.3140 -2.4064 -0.372
F -4.2066 -2.1992 -0.6477 -0.237
B 0.7254 -1.4505 -5.3505 0.040
F 0.0142 -2.4227 -4.8212 -0.226
F -0.1001 -0.3266 -5.3893 -0.314
F 1.8348 -1.1321 -4.6805 -0.432
F 0.9463 -1.8137 -6.6504 -0.390
B -0.5153 3.9135 -4.2628 0.271
F 0.6915 4.4527 -3.8386 -0.492
F -0.3435 2.6042 -4.3278 -0.143
F -1.5215 4.3700 -3.4500 -0.157
F -0.6395 4.3834 -5.5363 -0.387
B -6.1975 2.6102 -0.7157 0.047
F -7.4692 2.9269 -0.3651 -0.347
F -5.5846 3.6878 -1.2726 -0.290
F -5.5429 2.2828 0.4501 0.015
F -6.1986 1.5282 -1.6730 -0.446
B -2.6482 5.1679 3.1860 0.245
F -3.1087 5.6389 1.9441 -0.362
F -1.8678 4.0151 2.9179 -0.025
F -1.7925 6.1158 3.7112 -0.350
F -3.6547 4.9815 4.0580 -0.355
```

Calculated values
**E_HOMO (alpha / beta)**: -1.26 / -5.75 eV
**Net charge**: -1
**Total energy**: -145233.6927 eV
**Orbital gap (alpha / beta)**: 2.343 / 6.823 eV
**Multiplicity**: 2

=====

Record 2
5 unconnected molecules or ions with the total composition C40H78Br3F3N4O6P2, computed with ωB97M-V/def2-TZVPD.

Structure (XYZ):
```
136
Properties=species:S:1:pos:R:3:mulliken_charge:R:1
O -0.7292 3.5742 1.8467 -0.359
P -1.2427 3.0957 0.3641 0.278
Br 0.7042 2.5669 -0.5981 -0.211
P -1.8188 0.9850 0.6688 0.326
O -0.7999 0.3960 1.8270 -0.506
C -3.3063 1.1874 1.7685 -0.554
C -3.9085 2.5904 1.9538 -0.985
C -5.3764 2.6195 2.3505 0.240
F -5.6493 1.6712 3.2776 -0.304
Br -5.7509 4.3679 3.1503 -0.093
C -6.4042 2.4541 1.2042 0.563
F -6.0922 3.3068 0.2152 -0.203
F -7.6484 2.7347 1.6267 -0.194
Br -6.4641 0.6585 0.4692 -0.137
H -0.1375 4.3420 1.8016 0.279
H -0.1114 -0.1359 1.4024 0.285
H -4.0505 0.4777 1.4065 0.333
H -2.9690 0.8174 2.7396 0.314
H -3.8121 3.2241 1.0680 0.534
H -3.3628 3.0892 2.7554 0.393
C 1.9192 0.7776 -6.4602 -1.742
C 1.2594 0.4932 -5.1001 2.000
C 1.7012 -0.8542 -4.5038 -1.352
C 1.0962 -2.0688 -5.1973 -0.569
C -0.4267 -1.9759 -5.2071 -1.368
C -0.9404 -0.6849 -5.8567 1.841
N -0.2441 0.4751 -5.1868 0.490
O -0.8233 0.8685 -4.1229 -0.595
C -0.7211 -0.7286 -7.3714 -2.019
C -2.4377 -0.5214 -5.6127 -1.926
C 1.6625 1.6089 -4.1422 -1.901
H 2.1461 1.8409 -6.5423 0.444
H 2.8581 0.2287 -6.5479 0.289
H 1.3034 0.5221 -7.3117 0.362
H 1.4045 -0.8679 -3.4499 0.362
H 2.7935 -0.8922 -4.5300 0.526
H 1.4883 -2.1677 -6.2138 0.307
H 1.3974 -2.9732 -4.6641 0.437
H -0.8669 -2.8229 -5.7411 0.413
H -0.7935 -2.0156 -4.1768 0.385
H -0.8934 0.2511 -7.8192 0.392
H -1.4455 -1.4258 -7.7943 0.456
H 0.2663 -1.0789 -7.6605 0.402
H -2.6797 -0.5707 -4.5556 0.401
H -2.9627 -1.3221 -6.1376 0.423
H -2.7880 0.4368 -5.9978 0.458
H 1.2558 2.5679 -4.4639 0.568
H 2.7536 1.6769 -4.1407 0.429
H 1.3110 1.4100 -3.1356 0.077
C 2.6639 -4.8126 1.2594 -1.553
C 2.1665 -3.3629 1.1109 2.014
C 1.6547 -3.0693 -0.3099 -0.605
C 2.7611 -2.9311 -1.3483 0.134
C 3.7638 -1.8633 -0.9213 -1.397
C 4.3687 -2.1304 0.4631 1.931
N 3.2266 -2.3445 1.4273 0.624
O 2.7613 -1.2607 1.9107 -0.629
C 5.3362 -3.3152 0.4033 -2.021
C 5.1541 -0.9152 0.9469 -1.931
C 1.0218 -3.1706 2.0957 -1.235
H 2.4020 -5.1921 2.2479 0.367
H 2.1847 -5.4585 0.5221 0.276
H 3.7349 -4.9232 1.1565 0.243
H 1.0848 -2.1340 -0.2824 0.229
H 0.9545 -3.8628 -0.5850 -0.236
H 3.2571 -3.8924 -1.5113 0.304
H 2.3197 -2.6472 -2.3062 -0.373
H 4.5848 -1.7879 -1.6398 0.484
H 3.2620 -0.8908 -0.9000 0.321
H 5.6158 -3.6424 1.4056 0.381
H 6.2400 -2.9822 -0.1083 0.463
H 4.9510 -4.1676 -0.1502 0.418
H 4.5504 -0.0131 0.9304 0.385
H 6.0165 -0.7788 0.2916 0.420
H 5.5112 -1.0683 1.9659 0.469
H 1.3561 -3.2690 3.1285 0.660
H 0.2773 -3.9468 1.8953 0.019
H 0.5398 -2.2028 1.9914 -0.183
C -2.4063 -5.4469 0.2918 -1.436
C -1.8161 -6.8451 0.0352 1.420
C -2.8856 -7.9497 0.0676 -1.393
C -3.3959 -8.2798 1.4657 -0.475
C -2.2381 -8.6498 2.3889 -1.296
C -1.1663 -7.5564 2.4585 1.471
N -0.7614 -7.2124 1.0439 1.173
O 0.1569 -7.9621 0.5775 -0.694
C -1.6818 -6.3445 3.2331 -1.747
C 0.0804 -8.0640 3.1770 -1.722
C -1.1649 -6.8199 -1.3446 -1.771
H -1.8928 -4.7105 -0.3282 0.366
H -3.4637 -5.4265 0.0240 0.233
H -2.3163 -5.1105 1.3155 0.341
H -2.4495 -8.8536 -0.3686 0.349
H -3.7067 -7.6428 -0.5852 0.438
H -3.9677 -7.4414 1.8742 0.260
H -4.0888 -9.1210 1.4034 0.412
H -2.5934 -8.8421 3.4050 0.372
H -1.7727 -9.5718 2.0280 0.352
H -1.0150 -5.4909 3.0989 0.176
H -1.6994 -6.5781 4.2986 0.497
H -2.6905 -6.0373 2.9686 0.425
H 0.4600 -8.9769 2.7286 0.390
H -0.1775 -8.2587 4.2196 0.444
H 0.8726 -7.3145 3.1482 0.303
H -0.3199 -6.1305 -1.3577 0.303
H -1.9116 -6.4678 -2.0608 0.436
H -0.8122 -7.8006 -1.6495 0.410
C 1.0336 8.7912 4.7488 -1.562
C 1.6025 8.4579 3.3584 1.646
C 2.2321 9.6804 2.6705 -1.347
C 1.2191 10.6932 2.1509 -0.460
C 0.2241 10.0207 1.2115 -1.267
C -0.4953 8.8327 1.8598 1.806
N 0.5534 7.9057 2.4229 0.557
O 1.0265 7.0853 1.5683 -0.639
C -1.4874 9.3272 2.9190 -2.023
C -1.2959 8.0544 0.8245 -1.848
C 2.6765 7.3904 3.5513 -1.946
H 1.2095 7.9560 5.4273 0.431
H 1.5357 9.6672 5.1622 0.302
H -0.0303 8.9819 4.7586 0.329
H 2.8318 9.3207 1.8289 0.366
H 2.9215 10.1453 3.3796 0.445
H 0.7022 11.1817 2.9821 0.268
H 1.7455 11.4829 1.6117 0.386
H -0.5357 10.7307 0.8734 0.385
H 0.7530 9.6647 0.3223 0.365
H -1.8585 8.4993 3.5248 0.410
H -2.3365 9.7709 2.3981 0.472
H -1.0823 10.0914 3.5766 0.402
H -0.6951 7.7459 -0.0265 0.363
H -2.1061 8.6931 0.4687 0.433
H -1.7360 7.1628 1.2747 0.438
H 2.2373 6.4651 3.9246 0.469
H 3.3854 7.7618 4.2954 0.421
H 3.2089 7.1720 2.6306 0.386
```

Calculated values
**E_HOMO (alpha / beta)**: -7.83 / -8.25 eV
**Total energy**: -297843.7892 eV
**Orbital gap (alpha / beta)**: 8.086 / 8.503 eV
**Energy relative to the best compared isomer or geometry (same formula, charge and spin)**: 0.0000 eV
**Multiplicity**: 5